#i
DFT (ωB97M-V/def2-TZVPD) results for an isolated ion of composition C2H2NOS2 and charge -1.

Properties
Charge: -1
HOMO-LUMO gap (spin up / spin down), eV: 5.9 / 5.9
LUMO energy (spin up / spin down), eV: 3.159 / 3.160
SMILES: O=N/C=C/S[S-]
E_HOMO (spin up / spin down), Eh: -0.1021 / -0.1021

Element x y z (Å)
H 1.521 0.111 -0.096
C 0.489 -0.285 -0.307
S 0.899 -2.164 -0.371
N 0.041 2.102 0.187
H -1.517 0.552 -0.049
C -0.445 0.669 -0.246
S -0.365 -3.617 -0.207
O -0.623 2.632 1.089

Löwdin population analysis, charges in e, atoms 1 to 2:
1 H 0.04
2 C -0.47

***

#ii
DFT (ωB97M-V/def2-TZVPD) results for a 2-piece molecular cluster, C2H2NOS2 overall.

Properties
Charge: -1
HOMO-LUMO gap, eV: 6.4
LUMO energy, eV: 3.161
E_HOMO, Eh: -0.1198

Element x y z (Å)
C -1.279 -1.052 0.285
S 0.870 2.075 1.178
H 2.270 0.476 -1.007
O -1.548 -2.138 0.712
N -0.302 -0.334 0.807
H -1.694 -0.595 -0.634
S 1.390 0.857 -1.992
C 0.292 0.711 0.651

Löwdin population analysis, charges in e, atoms 1 to 2:
1 C -0.40
2 S 0.61

***

On energetic grounds, #ii is preferred over the next structure by 0.0965 hartree.

***

#i
DFT (ωB97M-V/def2-TZVPD) results for an isolated ion of composition CH6NO3P2 and charge -1.

Properties
Charge: -1
HOMO-LUMO gap, eV: 9.2
LUMO energy, eV: 4.050
SMILES: C[P@@H](=O)N=[P@H]([O-])O
E_HOMO, Eh: -0.1876

Element x y z (Å)
O 2.245 1.575 0.230
P -1.552 0.069 0.529
O -2.403 0.796 -0.646
C 1.285 -0.804 -0.826
H 0.688 -1.527 -0.276
H 0.820 -0.587 -1.845
P 1.329 0.447 0.510
H -2.329 1.713 -0.680
H -2.363 0.500 1.578
H 1.852 -0.491 1.402
N -0.207 0.921 0.810
H 2.222 -1.262 -1.014
O -1.586 -1.351 0.228

Löwdin population analysis, charges in e, atoms 1 to 2:
1 O -0.46
2 P 0.27

***

#ii
DFT (ωB97M-V/def2-TZVPD) results for CH6NO3P2 as an isolated structure.

Properties
Charge: -1
HOMO-LUMO gap (spin up / spin down), eV: 6.5 / 7.3
LUMO energy (spin up / spin down), eV: 2.585 / 3.256
E_HOMO (spin up / spin down), Eh: -0.1425 / -0.1489

Element x y z (Å)
H 1.348 0.902 1.645
C 0.853 1.328 0.630
P -1.955 -0.298 -0.489
H -0.477 -1.242 1.119
N -0.481 -0.586 -1.223
H -2.462 -1.461 -1.192
O 2.144 -0.652 -1.019
H 1.456 2.015 0.097
H 0.181 0.999 -1.908
O 0.651 -1.420 0.925
P 0.899 -0.427 -0.307
H -0.179 1.628 0.750
O -1.979 -0.787 0.970

Löwdin population analysis, charges in e, atoms 1 to 2:
1 H 0.08
2 C -0.19

***

On energetic grounds, #i is preferred over the next structure by 0.1579 hartree.